Density functional theory data (ωB97M-V/def2-TZVPD) for a single C2H2Cl2O2S molecule at a distorted geometry.

The energy above the lowest of the compared OMol25 structures with the same formula, charge and spin is 0.159 eV. Its HOMO energy (alpha / beta) is -7.5 / -10.6 eV. The HOMO-LUMO gap (alpha / beta) comes out at 7.83 / 8.19 eV. The value obtained for the largest force on an atom is 6.99 eV/A.

```
! wB97M-V def2-TZVPD RIJCOSX def2/J DEFGRID3
* xyz 0 3
O 0.72386 0.02927 -1.48352
Cl 2.00193 1.19352 0.58911
H 1.53410 -0.30582 -2.01409
O -3.04969 0.23790 0.81008
Cl 1.27773 -1.66753 0.36000
C -0.65841 0.17114 0.53596
C 0.87333 0.01462 -0.16433
S -2.11102 0.11706 -0.28102
H -0.59183 0.20985 1.64780
*
```

Density functional theory data (ωB97M-V/def2-TZVPD) for 2 unconnected molecules or ions with the total composition C2H6N2O2 at a distorted geometry.

The energy above the lowest of the compared OMol25 structures with the same formula, charge and spin is 2.583 eV. Its HOMO energy (alpha / beta) is 3.5 / 3.4 eV. The HOMO-LUMO gap (alpha / beta) comes out at 4.33 / 4.43 eV. The value obtained for the largest force on an atom is 3.21 eV/A.

```
! wB97M-V def2-TZVPD RIJCOSX def2/J DEFGRID3
* xyz -2 1
C 0.37285 1.42312 1.13367
H -0.96830 -1.42450 -1.51626
H -0.50742 1.74934 0.60278
H -1.00695 -2.63687 -0.05160
H 1.26972 1.80726 0.46349
H 0.32927 1.94527 2.12372
C -0.69113 -1.63735 -0.52108
N -1.33474 -0.57571 0.25898
N 0.32957 0.02987 1.47934
O 1.33638 -0.76053 1.11572
H 0.34507 -1.50910 -0.08346
O -1.85906 0.46385 -0.39515
*
```

Density functional theory data (ωB97M-V/def2-TZVPD) for a single C5H8N2 molecule.

The energy above the lowest of the compared OMol25 structures with the same formula, charge and spin is 3.843 eV. Its HOMO energy is -7.9 eV. The HOMO-LUMO gap comes out at 8.93 eV. The value obtained for the largest force on an atom is 0.51 eV/A.

```
! wB97M-V def2-TZVPD RIJCOSX def2/J DEFGRID3
* xyz 0 1
H -2.88118 -1.25970 -0.08790
C -2.44857 -0.33889 -0.49190
N 1.16523 0.84734 -0.08592
C -0.13954 1.01217 0.53378
C -0.54382 -0.14800 1.36428
H 3.28475 -1.48537 -0.15741
C 1.89038 -0.17715 0.39339
H -3.18789 0.46240 -0.38042
H -2.26715 -0.47558 -1.56236
H 2.79257 -0.48740 -1.44873
C -1.24342 0.02769 0.28804
H -0.37082 2.04409 0.81756
H -0.26180 -0.72896 2.22747
H 1.35994 1.33904 -0.95938
N 2.84110 -0.62818 -0.44334
*
```

Density functional theory data (ωB97M-V/def2-TZVPD) for a molecular structure, C38H32Br2N3O5Sn.

The energy above the lowest of the compared OMol25 structures with the same formula, charge and spin is 0.000 eV. Its HOMO energy is -14.6 eV. The HOMO-LUMO gap comes out at 3.76 eV. The value obtained for the largest force on an atom is 0.92 eV/A.

```
! wB97M-V def2-TZVPD RIJCOSX def2/J DEFGRID3
* xyz 3 1
H -5.95737 1.11560 4.64112
C -3.90369 -3.97132 2.58763
C 3.50010 -3.60076 1.70498
H 0.60366 -4.51791 4.62426
C -3.16977 0.18305 2.74258
H 4.29613 4.83329 2.68823
C 0.80112 1.41827 -8.48966
C -0.73089 0.89721 -6.19425
O -2.22734 0.70569 2.21173
C 2.51135 2.47506 1.02057
C 0.00834 2.10239 -1.82104
C 2.98729 0.82015 4.36135
C 2.46346 -2.70925 3.67521
C 1.14221 1.04311 -3.68529
H 2.26004 -4.74788 3.02871
H 2.16939 0.08088 -5.05714
H -1.60746 5.08150 -1.68973
C 3.78397 3.90061 2.50119
H -1.08621 1.50647 -9.50298
C 1.41915 1.21793 -7.27170
H 1.71171 0.48850 -2.94741
H 4.38326 -0.36551 2.14134
N 1.37594 0.69391 -4.91849
O 1.69930 -2.75371 4.80040
C -5.43429 -0.91898 4.10478
H -3.29717 0.55594 -5.87792
C 3.20215 3.64497 1.25506
H 0.87667 -3.88062 6.26306
Sn -0.01719 0.05413 0.66817
C 0.32286 2.10154 -3.19844
C -4.19538 1.05033 3.47081
C -5.24658 0.49302 4.11468
H 2.20229 -4.68756 5.39820
O -1.37343 0.64286 -5.02630
C -0.73592 4.25985 -3.47540
H -0.99637 5.10817 -4.09181
H -2.13040 -5.19165 1.05014
O 1.61033 0.41791 1.82103
C -0.06956 3.18958 -4.00867
H 3.06063 1.27673 5.34404
C -3.44367 -1.30321 2.72562
C 0.66232 0.98194 -6.13135
H -0.91706 3.20495 -0.24164
H -4.05600 -5.03812 2.49842
H 3.28125 4.38240 0.46664
C -1.87983 -4.13468 1.08594
C -1.06068 4.24842 -2.11292
H -5.61489 -3.65946 3.83131
Br -6.86548 -1.53945 5.02835
C -2.82856 -3.36445 1.93517
C 4.10118 -2.37715 1.44938
C 2.68788 -3.77782 2.82003
H -2.74356 -0.90477 -5.04012
H 3.67875 -4.43814 1.04344
C 3.06172 -1.47712 3.40588
H 1.38905 1.62479 -9.37227
C 3.02860 1.71429 3.24737
C 2.37796 1.49857 2.01289
C -0.68539 3.20152 -1.30085
H 4.15009 3.11398 4.44374
N 2.88845 -0.47650 4.40686
C -2.72672 0.18532 -5.03327
C -0.58312 1.35080 -8.55827
C 3.88413 -1.31114 2.30709
H 0.19961 3.19385 -5.05648
N -2.60857 -2.03534 2.03525
H 2.03988 2.29015 0.06213
H -1.89534 -3.73322 0.07159
H -2.41378 1.00901 -7.52905
H -0.86378 -4.02040 1.46965
H 2.49953 1.26412 -7.19230
C 1.32846 -4.04509 5.29036
H -3.17902 0.55840 -4.11833
Br -3.95329 2.85549 3.41629
C -1.34227 1.08006 -7.42904
H 4.76945 -2.26115 0.60775
C -4.56431 -1.81985 3.40471
C -4.77375 -3.20235 3.32783
H 2.71968 -0.87871 5.32363
O 0.35509 1.07698 -1.04387
C 3.68368 2.94954 3.47940
*
```

Density functional theory data (ωB97M-V/def2-TZVPD) for 7 unconnected molecules or ions with the total composition C22H27F3N4O8.

The energy above the lowest of the compared OMol25 structures with the same formula, charge and spin is 0.000 eV. Its HOMO energy is -9.1 eV. The SMILES is C[N+](=O)[O-].C[N+](=O)[O-].C[N+](=O)[O-].C[N+](=O)[O-].Fc1ccccc1.Fc1ccccc1.Fc1ccccc1. The HOMO-LUMO gap comes out at 9.03 eV. The value obtained for the largest force on an atom is 0.96 eV/A.

```
! wB97M-V def2-TZVPD RIJCOSX def2/J DEFGRID3
* xyz 0 1
H 3.94780 9.59407 -25.13262
O 6.05746 13.71142 -25.68046
H 1.11207 6.58184 -25.73475
O 1.92061 16.52861 -24.47090
H 5.25124 3.93256 -25.23491
C 3.06165 11.39780 -21.39000
C 2.01338 4.85793 -24.84351
C 3.65076 12.64713 -18.97438
C 3.15899 10.64708 -20.22469
H 1.64613 8.79299 -24.91569
H 0.20041 16.95017 -22.28962
H 1.78478 16.15136 -22.08794
H -0.24200 10.45587 -24.77632
C 4.34299 4.48636 -25.42510
N 7.05572 14.34566 -25.96433
C 3.55955 13.38486 -20.15061
N 2.97169 7.23993 -22.25826
C 1.03372 12.12187 -25.04019
H 2.91316 10.86975 -22.32460
C 1.83677 9.85381 -25.00245
C 3.45350 11.28340 -19.04198
H 3.06799 7.13314 -27.12116
C 3.14613 10.31801 -25.06975
H 0.20994 12.82235 -25.10070
O 1.81903 7.55086 -22.47170
C 0.78699 10.75637 -24.92573
H 3.84035 13.08953 -18.00547
H 3.43504 5.99227 -20.63469
O 2.80841 14.50697 -28.97472
C 3.20191 4.17745 -24.71560
H 3.23429 13.38820 -22.24260
C 3.30156 12.76149 -21.36112
O 2.58723 16.64481 -29.10248
H 4.16790 5.57038 -22.18393
H 8.13935 12.56108 -26.05992
H 4.60499 16.53411 -27.58528
F 2.56080 13.88363 -25.23749
N 0.93311 16.02618 -23.99310
H 8.82414 13.84466 -25.03070
H 0.27705 15.16058 -22.20048
H 3.71897 14.45258 -20.05911
C 3.83703 15.80858 -27.33549
O 3.93715 7.93638 -22.49611
C 1.99345 5.95372 -25.69815
O 0.04286 15.49729 -24.61510
H 4.40159 12.08133 -25.06753
H 2.99215 9.57942 -20.26879
H 1.18675 4.63221 -24.18378
H 3.16504 16.21613 -26.58686
C 4.26983 5.52213 -26.33862
H 2.40443 5.23314 -21.87769
C 3.24912 5.88405 -21.70142
C 3.40018 11.67179 -25.11730
C 0.78948 16.06303 -22.50653
C 2.34090 12.56036 -25.11067
N 3.01108 15.63683 -28.57454
F 3.26178 3.13323 -23.85174
O 7.09001 15.53661 -26.17749
F 3.58126 10.54723 -17.91619
C 3.10780 6.27425 -26.46523
C 8.34536 13.62181 -25.98093
H 4.25129 14.84868 -27.06556
H 8.94179 13.99481 -26.80455
H 5.11438 5.80258 -26.95619
*
```

Density functional theory data (ωB97M-V/def2-TZVPD) for a molecular structure, C9H25AsBF4P2Pt at a distorted geometry.

The energy above the lowest of the compared OMol25 structures with the same formula, charge and spin is 0.212 eV. Its HOMO energy is -12.9 eV. The HOMO-LUMO gap comes out at 9.39 eV. The value obtained for the largest force on an atom is 1.93 eV/A.

```
! wB97M-V def2-TZVPD RIJCOSX def2/J DEFGRID3
* xyz 1 1
C -0.70411 2.87410 -1.48389
C 0.08538 3.70598 1.19381
B 2.68491 1.47473 -1.39290
C -2.07822 -0.80196 2.38664
H -2.93441 2.98820 0.49711
H -2.10358 -1.80029 -1.33833
F 1.83673 0.59553 -2.09607
H -0.54208 4.57651 0.99664
H -3.83863 0.58357 0.47072
C -2.31654 2.13443 0.77937
H 3.89500 -1.35070 -1.30095
H 3.83951 -2.94769 -0.48009
H -0.00992 -3.09875 -1.54070
H -3.15446 -0.95318 2.48149
H 1.11046 3.92023 0.89575
H -1.73144 -2.86006 0.03418
C -2.25438 -1.95375 -0.27059
H 0.25731 3.26221 -1.82228
H -1.45893 3.65964 -1.54116
H 1.75234 -4.18516 0.72688
H 0.06379 3.46677 2.25590
H -1.56049 -1.68487 2.76162
H -3.31953 -2.07591 -0.06646
F 2.64315 2.74341 -1.89883
H 4.07450 -1.44419 0.45720
C 1.39787 -3.22855 1.10923
H -0.96934 2.04089 -2.13168
H -2.32375 2.08109 1.87028
H 0.33987 -3.30639 1.35456
C 0.95491 -2.66240 -1.78652
P -1.66629 -0.51510 0.64691
C 3.59152 -1.88941 -0.40903
H 0.84449 -1.91953 -2.57368
F 2.05488 1.56456 -0.01481
As 1.67746 -1.82218 -0.20221
F 3.93025 0.94810 -1.22306
Pt 0.33868 0.23297 0.31801
P -0.57281 2.33244 0.23532
C -2.82131 0.82673 0.15781
H 1.62839 -3.44809 -2.12643
H -2.82504 0.87448 -0.93384
H -1.76889 0.05011 2.98874
H 1.95274 -2.98850 2.01532
*
```

Density functional theory data (ωB97M-V/def2-TZVPD) for 3 unconnected molecules or ions with the total composition C20H39B3NO10P at a distorted geometry.

Its HOMO energy is -7.4 eV. The SMILES is CCOCCCCCB1OB(CON=O)OB(P(CC)CC)O1.O=C1CCCO1.O=C1CCCO1. The HOMO-LUMO gap comes out at 7.03 eV. The value obtained for the largest force on an atom is 5.45 eV/A.

```
! wB97M-V def2-TZVPD RIJCOSX def2/J DEFGRID3
* xyz 0 1
H -1.76383 7.70334 0.91305
H -3.50480 2.88602 -2.25101
H 0.79667 1.68191 1.20002
B -3.67370 -1.12475 0.26117
C -0.39476 2.34992 4.95308
O -4.60214 -3.31682 1.38136
H 0.42470 1.86022 -3.73682
H -2.11548 5.53987 2.84503
C -1.57946 4.86750 0.90236
O -0.89382 3.85867 0.88419
H 0.12046 2.59646 -2.02420
H 2.75158 0.06610 -2.97455
H 1.94891 -0.35084 2.14542
H -0.83444 3.08550 5.76819
H -3.25078 4.33278 2.14424
H 3.70356 -5.83986 -1.52493
H -4.18624 5.87445 0.64886
H -1.94817 2.83660 -1.18687
H 2.46363 -2.41375 0.91862
H -2.62508 1.86129 4.68079
O 5.04705 -4.34562 -1.08441
H -1.49600 0.27088 4.68958
H 1.21150 0.74342 -1.06430
B -2.99641 0.78146 1.51829
H -1.95863 0.31469 -2.98698
C 1.67889 -0.40623 -2.97744
C -0.13980 1.66243 -2.70849
C -3.38815 6.30432 1.26633
H 5.77835 -5.15486 -3.64830
C -1.74242 1.46467 -2.99536
H -2.79496 7.39904 -0.50692
C 6.29887 -4.86095 -0.90673
H 0.33147 -1.26793 2.49327
H -3.84613 7.00456 1.96995
C 4.35052 -5.13027 -2.05134
H 2.63330 -3.94686 -0.25201
O -5.02173 -5.10992 0.32717
C 0.04004 0.86838 1.63491
C -2.68492 2.15685 -1.82959
H 2.94752 -0.78252 -0.92803
H 5.08468 -6.75044 -3.31507
O -1.47744 5.88404 -0.00341
O -3.52820 -0.37017 -0.99796
H -0.18404 -0.42858 -1.61246
H 3.82793 -2.32819 -1.73758
H -1.97667 1.98157 -4.02944
C 0.59857 0.36615 -2.00896
H -3.17352 -3.34714 -0.21446
H -0.31537 0.25382 0.67495
H 0.83978 0.17355 3.69219
P -1.53138 1.61603 2.42540
C 2.25246 -2.83218 -0.16901
O -3.78598 1.62944 0.55949
H 6.39468 -6.95054 -1.27790
C -2.34968 6.94497 0.38311
N -4.34886 -4.65945 1.26948
H 3.73010 -4.48071 -2.67565
B -3.35458 1.07790 -0.77389
C 6.51922 -6.01738 -1.83425
C 0.84850 -0.19959 2.58199
H 0.53666 1.73773 5.31771
H -4.94902 -2.72849 -0.74728
C -1.59586 1.38073 4.31942
C 5.42401 -5.82026 -2.85163
H 1.06933 -2.84284 -0.28831
O 1.79585 -1.79630 -2.47084
C -4.12704 -2.72476 0.11837
O 7.09973 -4.45339 -0.08169
O -3.41793 -0.62878 1.62705
C -2.61483 5.19602 1.93496
C 2.81478 -1.86082 -1.37602
H -0.02417 3.05572 4.06680
H 7.50841 -5.97004 -2.29540
H 1.32474 -0.42779 -4.11729
*
```

Density functional theory data (ωB97M-V/def2-TZVPD) for a molecular structure, C14H11AuN5S2.

The energy above the lowest of the compared OMol25 structures with the same formula, charge and spin is 0.000 eV. Its HOMO energy is -11.8 eV. The HOMO-LUMO gap comes out at 6.83 eV. The value obtained for the largest force on an atom is 0.56 eV/A.

```
! wB97M-V def2-TZVPD RIJCOSX def2/J DEFGRID3
* xyz 1 1
C -4.66189 0.62380 1.08767
N -0.12521 1.52208 -1.61945
H -2.62717 0.53976 -1.61235
H -5.05755 0.70376 -1.02832
N -0.05419 0.10963 2.06757
C -1.07926 0.38377 6.35190
C -2.32582 -1.18011 4.42347
H -0.15397 1.41440 4.71442
H 4.20880 0.14641 2.15451
H -2.80347 -1.79818 3.67202
H -5.69584 0.74642 1.38174
H -2.11959 -0.83189 7.77956
C -0.82981 0.62374 5.01108
C 2.16708 0.11766 2.06336
C -1.93460 -0.64308 6.73013
C -4.31620 0.60712 -0.24848
S -1.52411 3.90538 -1.88275
H -0.60108 0.99584 7.10482
Au -0.00487 0.62194 0.14795
N -2.04625 0.37859 0.35291
N 3.35293 0.00298 2.65991
S 2.23446 0.42271 0.30383
C -3.67990 0.47298 2.06559
C -2.97581 0.50038 -0.58942
H 3.39529 -0.24672 3.63420
C -1.46019 -0.15490 4.04366
H -3.20969 -2.23596 6.06318
C -2.55222 -1.42919 5.76785
H -3.92856 0.46385 3.11670
N 1.08730 -0.03857 2.78987
C -0.72425 2.55711 -1.73469
C -2.37078 0.32198 1.66987
C -1.23222 0.08469 2.60692
*
```